(one)
Formula: H36O18
Source: the Open Molecules 2025 dataset
Level of theory: the ωB97M-V functional and the def2-TZVPD basis

Cartesian coordinates (Å):
O: -4.34557 0.67071 2.19995
H: -3.50853 0.80682 1.72873
H: -5.02307 1.19378 1.70189
O: -3.08582 3.37610 -0.85893
H: -2.57186 2.83332 -1.39458
H: -2.36218 3.51184 -0.28014
O: 5.51510 0.38107 3.05349
H: 5.53087 1.37197 3.14531
H: 4.80411 0.09258 3.77442
O: 0.87077 0.54684 1.06880
H: -0.02144 0.60474 0.61180
H: 0.63632 -0.14080 1.94253
O: 2.08655 -3.17283 3.28421
H: 2.65251 -3.48566 2.54827
H: 2.43017 -3.41574 4.12976
O: 0.57186 0.81270 -3.99035
H: 1.09491 1.42464 -4.38168
H: 0.80875 0.86944 -3.05758
O: -4.73574 -2.79430 0.65998
H: -5.12706 -2.03058 1.08206
H: -4.19436 -3.33649 1.30622
O: -1.28738 -0.32289 5.34716
H: -1.22367 -0.54169 6.19602
H: -0.84694 -1.10039 5.08644
O: -1.44450 5.53102 -2.56512
H: -1.03075 4.98787 -1.72289
H: -0.61522 5.63153 -2.90038
O: 2.55540 -1.95474 -1.02386
H: 2.63543 -2.83489 -0.88214
H: 2.33453 -1.44426 -0.25708
O: -1.97712 -6.03018 0.31163
H: -2.16812 -5.03934 0.27014
H: -1.84672 -6.42068 -0.65017
O: 0.89708 3.47577 1.55442
H: 1.77395 3.33441 1.74815
H: 0.34928 3.45983 2.38255
O: 1.47209 -5.27410 0.28707
H: 1.99032 -5.79686 -0.25732
H: 1.14458 -5.73266 1.01532
O: 3.48828 3.69597 -2.90276
H: 3.44664 3.66279 -2.05693
H: 2.63409 3.13391 -3.03576
O: 0.40743 3.82678 -3.24761
H: 0.53029 4.26150 -4.08746
H: -0.49807 3.41838 -3.60496
O: 3.65256 1.49547 -1.50138
H: 4.47813 1.00967 -1.61752
H: 3.12646 1.08328 -0.86879
O: -1.76545 -1.04861 -0.82529
H: -0.85751 -1.17585 -1.16135
H: -2.08376 -1.99685 -0.61883
O: -4.20715 -1.74002 -2.10677
H: -3.42510 -1.16973 -1.94306
H: -3.66542 -2.50460 -2.63564

HOMO energy ... -10.6 eV
Kohn-Sham gap ... 10.10 eV
Net charge ... 0

Atom charges from the Löwdin analysis, given in e for atoms 1 to 6: atom 1 (O): -0.079, atom 2 (H): 0.026, atom 3 (H): 0.061, atom 4 (O): 0.001, atom 5 (H): -0.007, atom 6 (H): 0.010



(two)
Formula: H36O18
Source: the Open Molecules 2025 dataset
Level of theory: the ωB97M-V functional and the def2-TZVPD basis

Cartesian coordinates (Å):
O: 4.43029 -2.64510 0.43020
H: 4.66387 -3.45245 0.90384
H: 3.48473 -2.60140 0.60093
O: -1.34226 4.86966 -1.89265
H: -0.89397 5.03886 -1.05705
H: -2.13797 5.40329 -1.92799
O: 3.17992 -4.14888 2.72768
H: 2.28530 -4.09625 2.36620
H: 2.93930 -4.21137 3.66175
O: 1.88536 1.48000 -0.43623
H: 1.78221 0.91425 -1.19908
H: 1.61134 1.02627 0.36415
O: -1.62928 1.90266 0.40540
H: -2.19904 2.66351 0.43411
H: -1.86739 0.98841 0.40871
O: 2.95201 -0.90416 -1.77259
H: 3.19394 -1.36290 -0.97642
H: 2.06983 -1.08054 -2.09052
O: -2.00384 0.28726 2.82396
H: -1.62654 1.01294 3.32085
H: -1.58702 -0.00706 2.02453
O: -0.04746 -2.14780 2.12992
H: -0.77278 -2.03838 1.50890
H: -0.49500 -2.11201 2.98024
O: -3.64387 -0.15516 -1.69517
H: -3.40010 -0.73372 -2.42134
H: -3.24965 0.68072 -1.99381
O: 0.62860 3.88756 -0.39722
H: 1.51198 3.62134 -0.65065
H: 0.52749 3.25399 0.31403
O: 0.55523 3.30775 -5.14348
H: 1.44808 3.03647 -4.93172
H: 0.30928 4.01557 -4.53928
O: 2.11171 -0.26756 1.78935
H: 1.48260 -0.98447 1.61171
H: 2.42998 -0.29913 2.69425
O: -0.41582 -4.52551 0.13087
H: 0.00754 -4.38247 -0.72593
H: 0.33498 -4.92057 0.57754
O: -2.35986 -1.97889 4.21952
H: -2.01844 -1.08265 4.30257
H: -2.35525 -2.27695 5.13633
O: 0.51389 1.73524 3.63692
H: 0.84938 1.17876 2.92675
H: 0.32327 1.10292 4.33603
O: -1.60517 1.96563 -2.68182
H: -1.55126 2.88867 -2.41458
H: -0.72897 1.75045 -3.00964
O: 0.32642 -1.70880 -4.84704
H: 1.12683 -1.20253 -4.66302
H: -0.25355 -0.95501 -5.02685
O: -3.50880 -0.72952 0.26025
H: -3.60430 -0.48030 -0.67698
H: -2.74294 -1.30397 0.11607

HOMO energy ... -10.0 eV
Kohn-Sham gap ... 9.52 eV
Net charge ... 0

Atom charges from the Löwdin analysis, given in e for atoms 1 to 6: atom 1 (O): -0.049, atom 2 (H): 0.032, atom 3 (H): 0.002, atom 4 (O): -0.062, atom 5 (H): 0.020, atom 6 (H): 0.046



(three)
Formula: H36O18
Source: the Open Molecules 2025 dataset
Level of theory: the ωB97M-V functional and the def2-TZVPD basis

Cartesian coordinates (Å):
O: 3.36127 1.99349 3.22484
H: 3.36459 1.21251 2.67141
H: 2.45473 2.29993 3.20205
O: -3.38680 4.49341 1.69581
H: -3.72565 5.13142 1.06782
H: -3.04428 3.78229 1.15430
O: -2.04315 1.57266 3.87574
H: -2.34604 0.84749 4.42218
H: -2.62507 2.29960 4.09751
O: 0.85426 -2.66842 -2.47925
H: 1.57913 -2.73410 -1.85757
H: 0.08507 -2.94487 -1.98110
O: -3.85766 -1.51219 0.88068
H: -3.18215 -1.24033 1.50198
H: -4.48715 -0.79110 0.87985
O: 3.27759 -3.08883 -0.89181
H: 2.78540 -3.14875 -0.07302
H: 4.18999 -2.99747 -0.61721
O: 4.52377 2.10694 -2.34175
H: 4.94117 2.70778 -1.72451
H: 4.39794 2.62723 -3.13529
O: -1.49599 2.23166 -4.69343
H: -1.45128 2.52199 -3.78242
H: -1.92554 1.37725 -4.65221
O: -2.15621 -0.33236 -3.92829
H: -2.80906 -0.83907 -3.44531
H: -1.64344 -0.98896 -4.39966
O: -4.62254 -3.83458 -0.27300
H: -3.84427 -4.39056 -0.23550
H: -4.34668 -3.00845 0.12402
O: 0.02491 0.16040 0.36534
H: -0.17473 -0.76880 0.47927
H: 0.86951 0.17095 -0.08496
O: -2.41373 1.88198 0.84090
H: -2.46329 1.63640 1.76474
H: -1.68435 1.36779 0.49470
O: 2.91328 0.04928 -1.39350
H: 3.39230 -0.63184 -1.86558
H: 3.36089 0.86271 -1.62636
O: 0.94725 2.80466 4.34502
H: 0.15500 2.48707 3.91177
H: 0.91046 3.75593 4.24520
O: 3.92106 -1.52129 -3.85795
H: 3.85898 -2.11667 -4.60487
H: 3.35032 -1.90858 -3.19425
O: -2.34693 -1.19424 3.01495
H: -2.00614 -1.56519 3.82889
H: -1.96335 -0.31835 2.97132
O: 3.89885 -0.13135 1.54464
H: 4.34405 -0.94988 1.76385
H: 3.22639 -0.38570 0.91270
O: -1.32124 -2.29458 -0.58444
H: -2.12787 -2.12594 -0.09745
H: -1.49360 -1.95035 -1.46082

HOMO energy ... -10.0 eV
Kohn-Sham gap ... 9.57 eV
Net charge ... 0

Atom charges from the Löwdin analysis, given in e for atoms 1 to 6: atom 1 (O): -0.076, atom 2 (H): -0.035, atom 3 (H): -0.023, atom 4 (O): -0.065, atom 5 (H): 0.030, atom 6 (H): -0.017



Stability, highest: (three)



(one)
Formula: C5H16N2O
Source: the Open Molecules 2025 dataset
Level of theory: the ωB97M-V functional and the def2-TZVPD basis

Cartesian coordinates (Å):
C: -0.13991 -2.24901 -0.43046
C: 0.65646 -1.26312 0.45702
C: -0.11170 0.00211 0.90369
C: -1.36745 0.47607 0.15437
C: -1.39317 1.90740 -0.53177
N: -0.10740 2.50105 -0.84628
N: -1.42837 -2.56138 0.20053
H: -0.25314 -1.84609 -1.43699
H: 0.44395 -3.17077 -0.48791
H: 1.54345 -0.88920 -0.06200
H: 1.02574 -1.79622 1.33557
H: 0.62086 0.81475 0.95566
H: -0.38014 -0.02137 1.96794
H: -1.53490 -0.25255 -0.63160
H: -2.18917 0.41133 0.87464
H: -1.89877 1.64565 -1.45956
H: -2.01561 2.60396 0.02409
H: 0.43843 2.68556 -0.02429
H: 0.44070 1.98758 -1.50819
H: -1.48178 -3.46419 0.65459
H: -2.20649 -2.17258 -0.30600
H: 2.79814 1.52535 0.79792
H: 2.78554 0.64385 -0.46930
O: 3.36044 1.05455 0.15306

HOMO energy ... -8.9 eV
SMILES ... NCCCCCN.O
Kohn-Sham gap ... 9.68 eV
Net charge ... 0

Atom charges from the Löwdin analysis, given in e for atoms 1 to 6: atom 1 (C): -0.278, atom 2 (C): -0.187, atom 3 (C): -0.214, atom 4 (C): -0.183, atom 5 (C): -0.256, atom 6 (N): -0.007



(two)
Formula: C5H16N2O
Source: the Open Molecules 2025 dataset
Level of theory: the ωB97M-V functional and the def2-TZVPD basis

Cartesian coordinates (Å):
C: 2.21678 1.81343 -0.69133
C: 1.84198 0.32469 -0.65684
N: 0.43449 0.04302 -0.64385
C: -0.30501 0.62952 0.47219
C: -1.69926 0.00620 0.63872
N: -2.06092 -0.03059 2.05870
C: -1.46366 -1.16331 2.78632
H: 3.25464 1.94334 -1.01090
H: 1.52613 2.38623 -1.30623
H: 2.20318 2.23529 0.31398
H: 2.25260 -0.13970 -1.54643
H: 2.29661 -0.16062 0.20989
H: -0.07922 0.28275 -1.47978
H: 0.20670 0.45065 1.42073
H: -0.33145 1.72845 0.40590
H: -1.72429 -1.00577 0.22666
H: -2.41122 0.70441 0.20606
H: -3.06782 -0.06342 2.12393
H: -0.61930 -0.76653 3.36499
H: -1.06917 -1.92449 2.10793
H: -2.15494 -1.52685 3.53500
H: 0.04960 -1.64371 -2.85698
H: 1.51565 -1.80464 -3.25826
O: 0.74417 -1.25152 -3.39106

HOMO energy ... -8.6 eV
SMILES ... CCNCCNC.O
Kohn-Sham gap ... 9.47 eV
Net charge ... 0

Atom charges from the Löwdin analysis, given in e for atoms 1 to 6: atom 1 (C): -0.098, atom 2 (C): -0.299, atom 3 (N): -0.100, atom 4 (C): -0.230, atom 5 (C): -0.236, atom 6 (N): -0.144



(three)
Formula: C5H16N2O
Source: the Open Molecules 2025 dataset
Level of theory: the ωB97M-V functional and the def2-TZVPD basis

Cartesian coordinates (Å):
N: 2.85004 0.73869 1.04547
C: 1.57307 1.48393 0.89020
C: 0.32326 0.68883 1.33743
N: 0.03646 -0.29889 0.24840
C: -2.53141 -0.30557 0.53246
C: -1.32218 -0.16350 -0.40043
C: -1.41293 -1.29503 -1.47001
H: 2.75596 0.21233 1.86088
H: 2.95423 0.04144 0.22243
H: 1.63298 2.23510 1.62273
H: 1.61703 1.86159 -0.14706
H: -0.50285 1.39614 1.38116
H: 0.48408 0.23855 2.20854
H: 0.28266 -1.23578 0.43175
H: -3.34212 -0.78330 0.00515
H: -2.29859 -1.14290 1.18313
H: -2.73680 0.65306 1.05779
H: -1.31197 0.89532 -0.85061
H: -0.56419 -1.12846 -2.06255
H: -1.45022 -2.23038 -1.00723
H: -2.39290 -1.18534 -1.99722
H: 1.48080 -0.46693 -1.35778
H: 1.80505 0.15138 -2.69223
O: 2.07053 -0.36027 -2.04240

HOMO energy ... -8.8 eV
SMILES ... CC(C)NCCN.O
Kohn-Sham gap ... 9.71 eV
Net charge ... 0

Atom charges from the Löwdin analysis, given in e for atoms 1 to 6: atom 1 (N): -0.011, atom 2 (C): -0.260, atom 3 (C): -0.174, atom 4 (N): -0.063, atom 5 (C): -0.080, atom 6 (C): -0.424



(four)
Formula: C5H16N2O
Source: the Open Molecules 2025 dataset
Level of theory: the ωB97M-V functional and the def2-TZVPD basis

Cartesian coordinates (Å):
C: 1.82710 1.30462 -0.24891
C: 0.64770 1.83816 0.19899
N: 3.02007 1.44106 0.44214
N: 1.88057 0.51325 -1.36894
H: 1.71457 -1.48023 1.72212
H: 3.60107 0.61489 0.49240
H: 2.95597 1.95049 1.30802
H: 0.97258 0.21866 -1.72559
H: 2.55003 -0.24097 -1.34370
H: -0.38752 0.21940 0.34309
H: -0.09988 2.09302 -0.53385
H: 0.69468 2.59311 0.96736
C: -1.23206 -0.54426 -0.13292
C: -1.34757 -1.98419 0.36090
C: -2.57922 0.16009 0.01227
O: -0.84831 -0.55298 -1.51316
H: -1.51966 -1.01668 -2.03176
H: 1.06832 -1.06435 1.48184
H: -0.41052 -2.51873 0.21169
H: -3.36765 -0.38314 -0.51898
H: -1.61518 -2.00784 1.41517
H: -2.12170 -2.53202 -0.18424
H: -2.87059 0.21738 1.05864
H: -2.53281 1.16125 -0.41260

HOMO energy ... -7.5 eV
Kohn-Sham gap ... 8.42 eV
Net charge ... 0

Atom charges from the Löwdin analysis, given in e for atoms 1 to 6: atom 1 (C): -0.551, atom 2 (C): -0.054, atom 3 (N): 0.099, atom 4 (N): 0.121, atom 5 (H): 0.060, atom 6 (H): 0.082



Stability, highest: (two)



(one)
Formula: C7H14N3S
Source: the Open Molecules 2025 dataset
Level of theory: the ωB97M-V functional and the def2-TZVPD basis

Cartesian coordinates (Å):
C: -0.34343 2.27853 0.70357
C: -1.80154 0.09624 -0.81373
C: -2.94924 -0.52041 -0.15739
C: -2.61333 -1.68300 0.71977
C: 1.60309 -1.17435 0.65628
C: 2.90332 0.52273 -0.55733
C: 0.48656 0.37048 -0.79878
N: 0.68801 1.77655 0.34673
N: -0.62831 -0.35705 -0.49515
N: 1.77343 -0.40243 -0.61566
S: -4.50663 0.12201 -0.21200
H: -0.21655 3.25554 1.31814
H: -1.42523 2.13956 0.53681
H: -2.06767 0.97427 -1.40747
H: -2.70005 -2.45301 0.11084
H: -1.60366 -1.45098 1.03360
H: -3.30648 -1.65899 1.54233
H: 0.71147 -1.88636 0.65184
H: 2.55570 -1.56602 0.97372
H: 1.27402 -0.61808 1.47799
H: 3.23238 0.77584 0.34612
H: 3.81332 0.22905 -1.24808
H: 2.67591 1.42506 -1.06115
H: 0.46937 0.92269 -1.71858
H: 1.97552 -1.11787 -1.33245

HOMO energy ... -12.1 eV
SMILES ... C=N[C@H](/N=C/C(C)=S)[NH+](C)C
Kohn-Sham gap ... 7.13 eV
Net charge ... +1

Atom charges from the Löwdin analysis, given in e for atoms 1 to 6: atom 1 (C): -0.089, atom 2 (C): -0.168, atom 3 (C): -0.733, atom 4 (C): -0.092, atom 5 (C): -0.006, atom 6 (C): -0.027



(two)
Formula: C7H14N3S
Source: the Open Molecules 2025 dataset
Level of theory: the ωB97M-V functional and the def2-TZVPD basis

Cartesian coordinates (Å):
C: -0.99944 -0.66777 1.37987
C: -1.84408 -0.18912 0.26451
C: -1.15524 0.07935 -1.01545
C: 0.28721 -0.46151 -0.94186
C: 0.90358 0.00989 0.34094
C: -4.05564 0.83550 -0.08860
C: 3.60578 -0.24917 -0.35304
N: 0.28075 -0.48001 1.46673
N: -3.01466 0.11224 0.63390
N: 2.54472 -0.78698 0.51499
S: 1.23346 1.73780 0.35713
H: -1.53514 -0.96978 2.35301
H: -1.64522 -0.56713 -1.93753
H: -1.09544 1.12297 -1.05649
H: 0.27643 -1.59844 -0.92684
H: 0.82974 -0.15632 -1.75669
H: -4.94824 0.29248 0.12080
H: -3.68659 0.77902 -1.12639
H: -4.00323 1.89146 0.12193
H: 3.47775 0.80225 -0.34527
H: 4.62784 -0.58023 -0.25535
H: 3.39890 -0.47015 -1.37081
H: 2.87858 -0.47985 1.34271
H: 2.52973 -1.79726 0.62046
H: 1.10845 1.79074 1.65738

HOMO energy ... -12.7 eV
SMILES ... C/N=C1/C=N[C@@](S)([NH2+]C)CC1
Kohn-Sham gap ... 9.01 eV
Net charge ... +1

Atom charges from the Löwdin analysis, given in e for atoms 1 to 6: atom 1 (C): -0.020, atom 2 (C): -0.324, atom 3 (C): -0.119, atom 4 (C): -0.186, atom 5 (C): -0.720, atom 6 (C): -0.049



Stability, highest: (two)